Version A
# C25H36As3I2NOSr

C25H36As3I2NOSr as an isolated structure (ωB97M-V with the def2-TZVPD basis set, the OMol25 dataset).

Geometry as XYZ:
```
69
C25H36As3I2NOSr ωB97M-V with the def2-TZVPD basis set
Sr 1.363 -1.521 -0.248
C 1.480 -4.245 2.173
C 0.707 -4.695 1.093
C -0.215 -3.712 0.775
C -0.004 -2.607 1.652
C 1.048 -2.980 2.531
H 2.276 -4.798 2.653
H 0.798 -5.663 0.621
H -1.041 -3.790 0.071
H -0.770 -1.865 1.880
H 1.385 -2.410 3.386
C 1.311 3.075 2.169
As 0.552 1.255 1.872
C 0.856 0.691 3.735
C -1.409 1.523 2.184
C -2.356 1.960 1.058
C -3.766 2.100 1.661
C -2.502 0.906 -0.055
As -0.933 0.099 -0.992
C -0.180 1.648 -1.906
C -2.010 -0.636 -2.456
C -1.897 3.304 0.471
As -2.780 4.985 1.105
C -1.991 5.243 2.903
C -1.490 6.166 0.197
H 0.787 3.616 2.958
H 1.316 3.672 1.257
H 2.350 2.932 2.474
H 0.579 1.473 4.447
H 1.906 0.439 3.889
H 0.258 -0.195 3.939
H -1.495 2.244 3.008
H -1.734 0.546 2.563
H -4.109 1.145 2.054
H -4.465 2.437 0.895
H -3.781 2.828 2.472
H -3.145 1.327 -0.840
H -3.029 0.033 0.357
H -0.936 2.181 -2.487
H 0.587 1.278 -2.579
H 0.295 2.323 -1.191
H -2.386 0.157 -3.107
H -2.849 -1.220 -2.066
H -1.382 -1.301 -3.047
H -2.109 3.313 -0.605
H -0.815 3.402 0.593
H -2.442 4.592 3.648
H -2.182 6.272 3.207
H -0.916 5.080 2.889
H -1.568 6.066 -0.884
H -0.471 5.927 0.497
H -1.686 7.208 0.448
I 0.541 -0.329 -5.333
C 1.539 -1.977 -4.456
C 1.921 -3.029 -5.274
C 2.565 -4.117 -4.741
I 3.074 -5.728 -6.036
C 2.874 -4.162 -3.371
C 3.581 -5.205 -2.740
C 3.807 -5.160 -1.392
C 3.314 -4.072 -0.661
N 2.692 -3.072 -1.225
C 2.461 -3.078 -2.544
C 1.774 -1.933 -3.080
O 1.422 -0.961 -2.335
H 1.716 -2.973 -6.332
H 3.937 -6.040 -3.327
H 4.350 -5.945 -0.892
H 3.420 -4.028 0.413
```

Summary:
- gap between HOMO and LUMO (eV) = 7.045

=====

Version B
# C25H36As3I2NOSr

C25H36As3I2NOSr as an isolated structure (ωB97M-V with the def2-TZVPD basis set, the OMol25 dataset).

Geometry as XYZ:
```
69
C25H36As3I2NOSr ωB97M-V with the def2-TZVPD basis set
Sr 0.118 0.021 0.343
C 1.693 1.899 0.378
C 2.448 0.732 0.695
C 1.993 0.238 1.933
C 0.941 1.098 2.395
C 0.765 2.121 1.438
H 1.833 2.523 -0.493
H 3.255 0.315 0.111
H 2.400 -0.615 2.454
H 0.411 1.019 3.332
H 0.083 2.951 1.530
C -4.088 3.127 0.656
As -2.740 1.912 0.059
C -1.668 3.251 -0.915
C -3.522 1.148 -1.571
C -4.573 0.016 -1.431
C -4.576 -0.743 -2.761
C -4.222 -0.925 -0.276
As -2.394 -1.578 -0.232
C -2.440 -2.265 1.611
C -2.541 -3.264 -1.145
C -5.952 0.666 -1.201
As -7.618 -0.299 -0.792
C -7.280 -0.815 1.067
C -7.425 -2.081 -1.576
H -4.564 3.589 -0.209
H -3.603 3.888 1.263
H -4.834 2.622 1.264
H -2.304 3.753 -1.644
H -0.823 2.790 -1.428
H -1.269 3.974 -0.205
H -2.652 0.766 -2.112
H -3.907 1.980 -2.168
H -3.601 -1.171 -3.004
H -4.832 -0.071 -3.586
H -5.290 -1.568 -2.764
H -4.891 -1.786 -0.265
H -4.367 -0.400 0.673
H -3.294 -2.934 1.713
H -2.541 -1.460 2.342
H -1.531 -2.821 1.837
H -3.543 -3.659 -0.980
H -1.805 -3.962 -0.745
H -2.357 -3.175 -2.213
H -6.196 1.287 -2.066
H -5.903 1.360 -0.356
H -7.074 0.084 1.650
H -6.450 -1.513 1.176
H -8.188 -1.273 1.457
H -7.429 -2.016 -2.663
H -8.306 -2.643 -1.266
H -6.534 -2.616 -1.246
I 1.385 -5.270 -0.421
C 1.113 -3.830 -1.868
C 1.324 -4.236 -3.208
C 1.149 -3.393 -4.261
I 1.495 -4.104 -6.171
C 0.736 -2.051 -4.017
C 0.535 -1.094 -5.047
C 0.162 0.171 -4.753
C -0.032 0.510 -3.388
N 0.114 -0.335 -2.414
C 0.516 -1.630 -2.690
C 0.714 -2.539 -1.548
O 0.492 -2.115 -0.371
H 1.637 -5.256 -3.393
H 0.693 -1.398 -6.074
H 0.013 0.919 -5.520
H -0.333 1.519 -3.120
```

Summary:
- gap between HOMO and LUMO (eV) = 7.456

=====

Going by the computed energies, the most stable comes first: version B, version A.

=====

Version A
# C34H93N5O17

A 10-piece molecular cluster, C34H93N5O17 overall (ωB97M-V with the def2-TZVPD basis set, the OMol25 dataset).

Geometry as XYZ:
```
149
C34H93N5O17 ωB97M-V with the def2-TZVPD basis set
C 4.269 -5.649 2.192
O 5.275 -4.656 2.478
C 6.228 -4.999 3.426
C 5.988 -4.085 4.650
N 6.644 -4.481 5.868
C 8.000 -3.930 5.998
C 8.798 -4.438 7.213
O 8.788 -5.852 7.222
C 9.546 -6.414 8.322
H 4.580 -6.568 1.696
H 3.617 -5.143 1.480
H 3.774 -5.903 3.130
H 7.209 -4.829 2.981
H 6.160 -6.073 3.603
H 4.950 -3.895 4.924
H 6.309 -3.092 4.335
H 6.735 -5.472 5.698
H 8.045 -2.844 5.928
H 8.586 -4.188 5.116
H 8.497 -3.979 8.155
H 9.820 -4.085 7.071
H 9.083 -7.319 8.717
H 9.595 -5.779 9.207
H 10.597 -6.561 8.074
C 7.574 -4.830 -5.449
O 6.798 -5.025 -6.620
C 5.409 -4.737 -6.449
C 4.578 -4.734 -7.745
N 5.064 -3.753 -8.662
C 4.318 -3.732 -9.889
C 5.281 -3.280 -11.045
O 6.492 -4.053 -11.255
C 7.080 -4.039 -12.558
H 7.501 -3.787 -5.140
H 8.606 -5.151 -5.587
H 7.288 -5.338 -4.528
H 5.330 -3.816 -5.872
H 5.069 -5.532 -5.785
H 3.526 -4.509 -7.566
H 4.704 -5.721 -8.189
H 6.065 -3.794 -8.796
H 3.428 -3.102 -9.883
H 3.857 -4.696 -10.103
H 5.526 -2.222 -10.954
H 4.661 -3.304 -11.941
H 7.311 -3.028 -12.891
H 6.405 -4.589 -13.214
H 8.036 -4.551 -12.448
C 0.106 7.038 3.154
O -0.724 7.224 4.321
C -1.110 6.016 5.005
C -1.545 6.620 6.348
N -2.732 7.458 6.183
C -3.138 8.192 7.409
C -3.552 7.184 8.561
O -3.917 7.884 9.762
C -4.385 6.997 10.764
H 1.028 6.485 3.335
H 0.253 7.986 2.637
H -0.428 6.536 2.347
H -0.198 5.446 5.181
H -1.871 5.375 4.560
H -0.782 7.278 6.764
H -1.787 5.826 7.054
H -2.399 8.145 5.523
H -3.934 8.885 7.136
H -2.310 8.841 7.694
H -2.672 6.563 8.732
H -4.354 6.524 8.229
H -3.631 6.327 11.179
H -5.281 6.413 10.552
H -4.600 7.673 11.591
C -2.466 6.214 -3.938
O -3.609 5.773 -3.166
C -4.835 6.449 -3.498
C -5.930 6.235 -2.459
N -7.223 6.697 -2.984
C -8.466 6.672 -2.135
C -8.646 7.968 -1.283
O -9.839 8.631 -1.833
C -9.992 9.966 -1.189
H -2.309 7.285 -3.810
H -2.787 6.000 -4.958
H -1.604 5.567 -3.775
H -5.163 6.039 -4.453
H -4.723 7.519 -3.677
H -5.661 6.863 -1.609
H -5.943 5.189 -2.154
H -6.924 7.540 -3.453
H -8.360 5.784 -1.512
H -9.354 6.525 -2.750
H -7.766 8.578 -1.486
H -8.768 7.745 -0.223
H -9.130 10.633 -1.149
H -10.363 9.851 -0.170
H -10.868 10.532 -1.506
C -4.644 -1.120 -4.946
O -4.371 -2.499 -4.818
C -2.981 -2.861 -4.557
C -3.101 -4.254 -3.947
N -3.488 -4.148 -2.533
C -4.251 -5.386 -2.205
C -4.697 -5.545 -0.721
O -5.969 -6.233 -0.650
C -6.318 -6.620 0.639
H -4.032 -0.712 -5.751
H -4.407 -0.601 -4.018
H -5.690 -0.889 -5.149
H -2.540 -2.185 -3.825
H -2.429 -2.822 -5.496
H -2.153 -4.788 -4.016
H -3.806 -4.842 -4.534
H -4.113 -3.356 -2.485
H -3.575 -6.225 -2.370
H -5.115 -5.431 -2.867
H -4.768 -4.621 -0.146
H -3.927 -6.118 -0.206
H -6.445 -5.748 1.280
H -5.466 -7.148 1.070
H -7.202 -7.252 0.722
C -2.173 -2.974 6.528
C -3.601 -3.399 6.746
O -3.754 -4.279 7.834
O -2.152 -1.823 5.636
H -1.611 -3.778 6.052
H -1.610 -2.759 7.437
H -3.957 -3.852 5.820
H -4.087 -2.428 6.835
H -3.244 -3.908 8.558
H -1.922 -2.097 4.745
C 2.122 0.697 -0.770
C 0.917 0.660 0.226
O 0.479 -0.675 0.384
O 3.179 -0.023 -0.199
H 2.481 1.689 -1.043
H 1.733 0.285 -1.701
H 0.085 1.239 -0.176
H 1.280 0.975 1.204
H 0.150 -0.929 -0.481
H 2.888 -0.924 -0.041
O 4.454 0.629 -6.822
H 4.370 -0.276 -7.122
H 5.085 0.587 -6.105
O -5.073 1.152 1.897
H -5.209 2.066 2.148
H -4.515 0.795 2.588
O 7.522 0.513 -3.159
H 6.961 0.412 -2.389
H 8.384 0.217 -2.868
```

Summary:
- SMILES string = COCCNCCOC.COCCNCCOC.COCCNCCOC.COCCNCCOC.COCCNCCOC.OCCO.OCCO.O.O.O
- gap between HOMO and LUMO (eV) = 8.611

=====

Version B
# C34H93N5O17

A 10-piece molecular cluster, C34H93N5O17 overall (ωB97M-V with the def2-TZVPD basis set, the OMol25 dataset).

Geometry as XYZ:
```
149
C34H93N5O17 ωB97M-V with the def2-TZVPD basis set
C -3.951 -0.702 0.281
O -3.205 -1.930 0.162
C -3.688 -3.016 0.879
C -2.647 -3.318 1.983
N -3.089 -4.188 3.041
C -2.866 -5.610 2.747
C -3.450 -6.591 3.782
O -4.816 -6.291 3.992
C -5.452 -7.190 4.934
H -4.955 -0.666 -0.144
H -3.364 0.002 -0.309
H -4.005 -0.444 1.338
H -3.790 -3.848 0.182
H -4.697 -2.779 1.216
H -2.196 -2.459 2.479
H -1.787 -3.738 1.461
H -4.084 -4.022 2.994
H -1.830 -5.858 2.516
H -3.325 -5.863 1.792
H -2.859 -6.663 4.695
H -3.361 -7.583 3.340
H -6.187 -6.678 5.555
H -4.778 -7.612 5.679
H -5.862 -8.078 4.453
C -4.528 -3.775 -2.840
O -4.626 -2.683 -3.739
C -4.005 -1.486 -3.268
C -3.908 -0.349 -4.300
N -3.147 -0.755 -5.439
C -3.048 0.280 -6.429
C -2.931 -0.397 -7.841
O -3.983 -1.316 -8.239
C -4.213 -1.511 -9.635
H -3.476 -4.009 -2.672
H -5.094 -4.640 -3.187
H -4.878 -3.657 -1.815
H -3.048 -1.763 -2.825
H -4.641 -1.186 -2.435
H -3.428 0.542 -3.897
H -4.929 -0.140 -4.619
H -3.435 -1.649 -5.812
H -2.227 0.984 -6.289
H -3.889 0.971 -6.383
H -1.958 -0.872 -7.965
H -2.879 0.437 -8.541
H -3.315 -1.845 -10.155
H -4.638 -0.583 -10.017
H -4.927 -2.333 -9.699
C 4.002 -1.952 -0.352
O 4.472 -1.533 0.949
C 3.448 -1.110 1.870
C 4.244 -1.198 3.181
N 5.323 -0.212 3.203
C 6.228 -0.321 4.375
C 5.442 -0.043 5.725
O 6.303 -0.176 6.868
C 5.634 0.169 8.070
H 3.262 -2.753 -0.332
H 4.844 -2.142 -1.017
H 3.578 -1.123 -0.920
H 2.694 -1.897 1.890
H 2.973 -0.141 1.725
H 4.734 -2.165 3.295
H 3.589 -1.002 4.029
H 5.857 -0.484 2.390
H 7.065 0.358 4.217
H 6.683 -1.312 4.350
H 4.646 -0.788 5.755
H 4.966 0.938 5.701
H 4.841 -0.515 8.373
H 5.264 1.189 8.173
H 6.406 0.003 8.821
C 3.013 0.020 -3.366
O 2.919 0.971 -2.278
C 3.837 2.073 -2.383
C 3.972 2.858 -1.083
N 4.684 4.121 -1.326
C 5.022 5.058 -0.197
C 6.388 4.724 0.482
O 7.268 5.858 0.161
C 8.648 5.548 0.629
H 4.023 -0.384 -3.434
H 2.801 0.647 -4.232
H 2.196 -0.700 -3.336
H 3.441 2.730 -3.158
H 4.832 1.796 -2.733
H 4.584 2.241 -0.425
H 2.987 3.002 -0.640
H 5.392 3.795 -1.969
H 4.186 4.970 0.497
H 5.041 6.092 -0.543
H 6.753 3.828 -0.020
H 6.285 4.591 1.559
H 9.093 4.590 0.357
H 8.706 5.638 1.714
H 9.379 6.340 0.466
C 0.874 3.759 -3.122
O -0.516 3.753 -2.873
C -1.175 2.452 -2.922
C -2.446 2.683 -2.112
N -2.140 2.633 -0.675
C -3.131 3.515 0.003
C -3.060 3.556 1.560
O -3.420 4.873 2.043
C -3.609 4.924 3.421
H 1.060 3.323 -4.103
H 1.394 3.173 -2.365
H 1.329 4.749 -3.086
H -0.566 1.695 -2.426
H -1.343 2.185 -3.965
H -3.193 1.923 -2.341
H -2.896 3.629 -2.415
H -1.221 3.043 -0.584
H -4.117 3.100 -0.206
H -3.023 4.519 -0.407
H -2.104 3.273 1.999
H -3.757 2.810 1.940
H -2.683 4.686 3.944
H -4.287 4.115 3.693
H -4.005 5.862 3.810
C -1.137 0.289 4.333
C -1.192 1.658 4.960
O -1.921 1.683 6.165
O -0.098 0.278 3.312
H -2.086 0.060 3.849
H -0.989 -0.534 5.032
H -1.621 2.341 4.227
H -0.130 1.888 5.031
H -1.624 0.927 6.678
H -0.489 0.365 2.439
C 0.147 -1.373 -1.108
C 0.476 -0.510 0.153
O -0.701 0.134 0.603
O -0.755 -2.375 -0.725
H 1.001 -1.840 -1.599
H -0.235 -0.665 -1.844
H 1.202 0.262 -0.104
H 0.773 -1.186 0.955
H -0.937 0.734 -0.108
H -1.546 -1.959 -0.374
O -0.479 -1.435 -4.811
H -1.360 -1.087 -4.950
H -0.613 -2.218 -4.276
O 1.452 2.558 1.709
H 2.389 2.428 1.855
H 1.029 1.917 2.281
O -0.898 -3.806 -3.194
H -0.801 -3.472 -2.302
H -1.365 -4.635 -3.090
```

Summary:
- SMILES string = COCCNCCOC.COCCNCCOC.COCCNCCOC.COCCNCCOC.COCCNCCOC.OCCO.OCCO.O.O.O
- gap between HOMO and LUMO (eV) = 9.065

=====

Going by the computed energies, the most stable comes first: version B, version A.

=====

Version A
# C3H5N4O

A 2-piece molecular cluster, C3H5N4O overall (ωB97M-V with the def2-TZVPD basis set, the OMol25 dataset).

Geometry as XYZ:
```
13
C3H5N4O ωB97M-V with the def2-TZVPD basis set
C -0.840 1.128 0.095
C -0.956 -0.248 -0.001
C 1.191 0.300 -0.080
N 3.233 0.203 -0.027
N 0.330 -0.727 -0.105
N 0.497 1.415 0.047
N -2.037 -1.039 -0.006
O 3.600 -0.870 -0.026
H -1.596 1.878 0.192
H 0.586 -1.699 -0.196
H 0.899 2.340 0.096
H -2.954 -0.640 0.083
H -1.953 -2.038 -0.072
```

Summary:
- gap between HOMO and LUMO (eV) = 6.961
- total charge = +1

=====

Version B
# C3H5N4O

An isolated ion of composition C3H5N4O and charge +1 (ωB97M-V with the def2-TZVPD basis set, the OMol25 dataset).

Geometry as XYZ:
```
13
C3H5N4O ωB97M-V with the def2-TZVPD basis set
C 1.352 -0.852 -0.889
C 2.044 0.179 -0.447
C -0.681 0.813 -0.053
N 0.222 1.481 0.403
N 1.508 1.321 0.200
N -2.429 -0.670 0.266
N -1.956 0.563 -0.239
O -2.747 1.235 -0.898
H 1.113 -1.792 -1.488
H 3.074 0.220 -0.630
H 1.941 2.113 0.745
H -2.000 -1.067 1.027
H -3.494 -0.780 0.218
```

Summary:
- gap between HOMO and LUMO (alpha / beta) (eV) = 7.055 / 7.775
- total charge = +1

=====

Going by the computed energies, the most stable comes first: version A, version B.